ORCA calculation (ωB97M-V/def2-TZVPD) on a 6-piece molecular cluster, C30H73BNO10S overall in a non-equilibrium geometry.

Last column: Löwdin charge in e.
Cartesian coordinates (Å):
C (-2.028, 2.795, -4.176)  -0.116
C (-3.026, 1.923, -3.190)  -0.233
O (-2.333, 1.359, -2.018)  -0.220
C (-1.529, 0.198, -2.438)  -0.165
C (-0.561, -0.190, -1.133)  -0.104
O (0.450, 0.901, -1.061)  -0.181
C (1.738, 0.382, -1.537)  -0.168
N (2.915, 1.350, -1.353)  -0.111
B (4.094, 0.643, -2.068)  -0.442
O (4.103, 0.392, -3.553)  0.055
O (5.285, 0.101, -1.351)  -0.048
C (6.524, 0.430, -2.132)  -0.058
C (3.198, 1.515, 0.155)  -0.036
C (2.304, 2.690, 0.867)  -0.124
O (2.730, 3.973, 0.237)  -0.170
C (2.166, 3.896, -1.118)  -0.179
C (2.737, 2.677, -2.051)  -0.480
S (1.679, 2.640, -3.599)  0.837
H (-2.644, 3.635, -4.742)  0.090
H (-1.527, 2.135, -5.026)  0.080
H (-1.204, 3.301, -3.497)  0.056
H (-3.482, 0.997, -3.782)  0.135
H (-3.899, 2.597, -2.792)  0.135
H (-2.184, -0.760, -2.671)  0.143
H (-0.773, 0.446, -3.321)  0.128
H (-0.024, -1.209, -1.440)  0.147
H (-1.186, -0.291, -0.140)  0.158
H (1.699, -0.082, -2.635)  0.168
H (2.000, -0.548, -0.834)  0.166
H (4.214, 1.271, -4.044)  0.109
H (7.456, 0.103, -1.466)  0.129
H (6.640, 1.579, -2.336)  0.114
H (6.613, -0.184, -3.127)  0.118
H (3.018, 0.528, 0.764)  0.156
H (4.336, 1.814, 0.360)  0.179
H (2.620, 2.751, 2.012)  0.162
H (1.148, 2.519, 0.858)  0.143
H (0.992, 3.732, -0.977)  0.148
H (2.260, 4.964, -1.628)  0.157
H (3.826, 3.012, -2.406)  0.164
H (2.571, 2.596, -4.711)  -0.062
C (-7.003, -3.847, -4.137)  -0.080
C (-5.699, -3.067, -4.139)  -0.282
O (-5.790, -1.807, -3.480)  -0.176
C (-6.153, -1.836, -2.101)  -0.272
C (-5.180, -2.620, -1.237)  -0.070
H (-7.802, -3.260, -4.609)  0.085
H (-6.887, -4.788, -4.685)  0.079
H (-7.333, -4.089, -3.125)  0.066
H (-5.416, -2.860, -5.175)  0.117
H (-4.885, -3.660, -3.711)  0.102
H (-7.175, -2.214, -1.988)  0.108
H (-6.170, -0.796, -1.757)  0.117
H (-5.127, -3.672, -1.530)  0.070
H (-5.485, -2.579, -0.187)  0.063
H (-4.170, -2.205, -1.325)  0.066
C (3.046, -5.855, 1.137)  -0.068
C (3.444, -4.984, -0.043)  -0.271
O (2.923, -3.659, 0.028)  -0.173
C (3.317, -2.882, 1.156)  -0.268
C (4.820, -2.680, 1.255)  -0.073
H (1.953, -5.910, 1.222)  0.088
H (3.442, -6.869, 1.014)  0.083
H (3.426, -5.461, 2.081)  0.056
H (3.043, -5.430, -0.959)  0.120
H (4.531, -4.957, -0.165)  0.107
H (2.916, -3.321, 2.075)  0.101
H (2.837, -1.903, 1.048)  0.091
H (5.354, -3.626, 1.373)  0.067
H (5.063, -2.048, 2.115)  0.080
H (5.202, -2.200, 0.348)  0.069
C (-7.224, -0.717, 3.360)  -0.081
C (-7.792, -1.484, 2.177)  -0.275
O (-7.069, -2.673, 1.871)  -0.185
C (-7.005, -3.659, 2.899)  -0.276
C (-8.369, -4.172, 3.331)  -0.080
H (-6.174, -0.455, 3.179)  0.082
H (-7.793, 0.202, 3.529)  0.080
H (-7.258, -1.304, 4.281)  0.065
H (-7.738, -0.846, 1.289)  0.116
H (-8.851, -1.713, 2.327)  0.107
H (-6.438, -3.276, 3.754)  0.105
H (-6.425, -4.497, 2.497)  0.119
H (-8.991, -3.377, 3.750)  0.066
H (-8.259, -4.949, 4.092)  0.080
H (-8.908, -4.592, 2.475)  0.084
C (0.835, 7.652, -0.183)  -0.076
C (2.228, 7.964, -0.703)  -0.281
O (2.313, 7.979, -2.125)  -0.177
C (1.491, 8.928, -2.800)  -0.276
C (1.785, 10.367, -2.411)  -0.078
H (0.490, 6.683, -0.566)  0.070
H (0.834, 7.618, 0.912)  0.083
H (0.106, 8.402, -0.494)  0.069
H (2.915, 7.186, -0.355)  0.109
H (2.600, 8.907, -0.292)  0.109
H (0.434, 8.686, -2.650)  0.105
H (1.685, 8.807, -3.872)  0.119
H (1.602, 10.550, -1.350)  0.067
H (1.154, 11.053, -2.984)  0.081
H (2.835, 10.610, -2.608)  0.085
C (3.790, -1.776, 6.520)  -0.080
C (2.999, -2.935, 5.935)  -0.272
O (3.520, -3.410, 4.697)  -0.182
C (4.857, -3.905, 4.719)  -0.284
C (5.050, -5.081, 5.662)  -0.072
H (3.829, -0.941, 5.810)  0.079
H (3.327, -1.428, 7.449)  0.081
H (4.820, -2.059, 6.745)  0.066
H (1.977, -2.596, 5.736)  0.119
H (2.916, -3.757, 6.651)  0.108
H (5.555, -3.094, 4.950)  0.108
H (5.089, -4.230, 3.698)  0.097
H (4.839, -4.812, 6.700)  0.069
H (6.081, -5.443, 5.612)  0.082
H (4.377, -5.902, 5.393)  0.085

2S+1: 1
Charge: +1
Lowest unoccupied orbital energy, eV: -2.9
Kohn-Sham gap, eV: 8.11
E_tot, Eh: -2416.5455